Molecular formula: H4NO2P2
Method: DFT, ωB97M-V/def2-TZVPD

Last column: Mulliken charge in e.
Positions of all 9 atoms, in Å:
1 N -1.52993 -1.06832 0.07768  -0.66
2 O 1.02140 -0.71668 -1.03278  -0.64
3 O 2.28075 -0.31923 1.24426  -0.65
4 P 1.08487 2.06354 0.07797  -0.23
5 P 1.38434 0.06259 0.14261  0.58
6 H -2.35581 -0.78780 0.46937  0.20
7 H -0.97760 -0.34433 0.65446  0.15
8 H -1.12285 -0.68012 -0.61015  0.28
9 H 0.21484 1.79034 -1.02343  -0.04

Properties
2S+1: 1
LUMO: 4.23 eV
ΔE to the lowest compared entry with this formula, charge and spin: 2.317 eV
HOMO level: -3.65 eV
E: -24228.878 eV
Net charge: -1
Max |F|: 9.01 eV/Å